Computed, not measured: the molecule C10H19N3O4 in a non-equilibrium geometry, with ωB97M-V/def2-TZVPD.

The gap between HOMO and LUMO comes out at 10.08 eV. The value obtained for the HOMO energy is -9.582 eV. The calculation puts the calculated total energy at -23339.151 eV. The SMILES is CC[C@H](C)[C@H](N)C(=O)N[C@@H](CC(N)=O)C(=O)O. As for the energy relative to the best compared isomer or geometry (same formula, charge and spin): 36.76 kcal per mole.

The geometry in ORCA input format:
```
! wB97M-V def2-TZVPD RIJCOSX def2/J DEFGRID3
* xyz 0 1
C 0.53345 -3.52985 2.10314
C 0.77806 -3.79336 0.64175
C 1.16738 -2.53640 -0.21662
C 2.45088 -1.95959 0.42346
C 0.03389 -1.55634 -0.64737
N 0.24978 -1.04113 -1.94715
C -0.16939 -0.30330 0.23008
O 0.48720 -0.14716 1.25332
N -1.08943 0.59195 -0.28219
C -0.80968 1.96938 -0.10144
C -0.84587 2.77377 -1.37065
C -0.57339 4.31429 -1.16748
N -1.49399 5.13174 -0.70311
O 0.55953 4.69411 -1.35880
C -1.86422 2.45664 0.94263
O -2.82495 3.20375 0.66057
O -1.79988 1.83993 2.09303
H -0.10488 -2.59122 2.19611
H -0.17486 -4.25246 2.50792
H 1.46461 -3.38777 2.66340
H -0.21759 -4.14440 0.16139
H 1.44989 -4.61056 0.40226
H 1.57071 -2.99778 -1.20025
H 2.87337 -1.10413 -0.13560
H 3.20083 -2.77551 0.52536
H 2.35504 -1.59070 1.44229
H -0.92135 -2.07853 -0.64584
H 0.25885 -1.74693 -2.67106
H 1.16960 -0.57961 -2.01986
H -1.34972 0.30011 -1.23373
H 0.17908 2.07220 0.46060
H -1.82214 2.67129 -1.83619
H -0.07394 2.36380 -2.00568
H -2.41387 4.79907 -0.45030
H -1.30761 6.14717 -0.81564
H -0.92538 1.39753 2.10164
*
```


Computed, not measured: a structure of composition C37H80F15Mg2O31S5 in a non-equilibrium geometry, with ωB97M-V/def2-TZVPD.

The gap between HOMO and LUMO comes out at 8.26 eV. The value obtained for the HOMO energy is -6.861 eV. The calculation puts the calculated total energy at -208971.210 eV. As for the energy relative to the best compared isomer or geometry (same formula, charge and spin): 0.00 kcal per mole.

The geometry in ORCA input format:
```
! wB97M-V def2-TZVPD RIJCOSX def2/J DEFGRID3
* xyz -1 1
Mg -13.92243 6.62550 -3.27210
Mg -15.81071 3.08385 -6.27040
C -11.54230 6.14520 0.32103
F -12.71259 6.42388 0.92139
F -10.54768 6.31148 1.17525
F -11.61557 4.86391 -0.05543
S -11.32742 7.22122 -1.15753
O -11.64677 8.55749 -0.72384
O -9.99243 6.94200 -1.60708
O -12.35436 6.69396 -2.06122
C -15.39056 0.80413 -9.76333
F -14.57328 1.78511 -10.15951
F -16.65966 1.25875 -9.85231
F -15.27907 -0.22427 -10.58813
S -15.05618 0.30796 -8.01601
O -13.73371 -0.24985 -8.04232
O -15.08066 1.58093 -7.26170
O -16.11138 -0.60968 -7.72459
C -17.76380 1.38255 -2.60420
F -18.98218 1.65921 -3.06392
F -17.27503 2.46114 -1.99331
F -17.88862 0.40918 -1.69992
S -16.67807 0.82756 -3.97847
O -15.44553 0.33599 -3.41327
O -17.46492 -0.12816 -4.68232
O -16.39489 2.03366 -4.77546
C -17.90865 6.92009 -5.15426
F -19.16978 6.52411 -5.07023
F -17.59930 7.15858 -6.43310
F -17.72743 8.06004 -4.47071
S -16.78001 5.64186 -4.44049
O -17.39512 5.20235 -3.23117
O -16.68276 4.60243 -5.45826
O -15.51335 6.33061 -4.26440
C -12.34766 2.39353 -3.97090
F -12.39204 1.33919 -4.74151
F -13.14549 2.28535 -2.91608
F -11.10859 2.58831 -3.48665
S -12.82856 3.89985 -4.91536
O -11.77722 4.26410 -5.82337
O -14.01773 3.45785 -5.63612
O -13.16580 4.91401 -3.93499
C -8.96068 2.36266 -10.14842
O -8.27705 3.11225 -11.16493
C -8.77347 4.38572 -11.50445
C -9.07054 5.32091 -10.35935
O -10.30681 4.95272 -9.76004
C -10.43649 5.26995 -8.39911
H -9.97746 2.70394 -10.00317
H -8.35769 2.39189 -9.23460
H -8.91475 1.31926 -10.46627
H -9.65587 4.31396 -12.16226
H -8.00439 4.80308 -12.16055
H -9.14910 6.33485 -10.76924
H -8.28706 5.17736 -9.60727
H -9.49559 5.35022 -7.84471
H -11.05442 4.53173 -7.89579
H -10.97660 6.22260 -8.27311
C -14.92458 4.48819 -1.28086
O -14.87266 5.86104 -1.65996
C -15.72213 6.71217 -0.91708
C -15.20107 8.14404 -1.13050
O -14.69591 8.32876 -2.45341
C -14.30129 9.69183 -2.64718
H -15.78571 4.28550 -0.65225
H -14.01010 4.23891 -0.73060
H -14.86528 3.86530 -2.16941
H -15.62296 6.51064 0.14819
H -16.72219 6.69057 -1.35277
H -14.39631 8.36873 -0.42304
H -16.01750 8.84552 -0.92906
H -13.98548 10.13018 -1.69654
H -15.16641 10.23296 -3.02780
H -13.41173 9.72633 -3.26668
C -8.43219 3.12214 -0.28437
O -7.40466 2.76670 -1.18330
C -6.86080 3.86590 -1.89322
C -7.75768 4.53175 -2.87358
O -7.95249 3.72255 -4.01513
C -8.74954 4.35459 -4.98953
H -8.09473 3.93566 0.36548
H -8.64647 2.22677 0.30205
H -9.37503 3.34428 -0.79663
H -5.92720 3.50346 -2.33126
H -6.50480 4.58201 -1.13117
H -7.35482 5.49722 -3.21197
H -8.73080 4.76524 -2.41924
H -8.46483 5.40943 -5.12817
H -9.80238 4.26720 -4.73653
H -8.58131 3.86901 -5.95327
C -8.72610 -1.18970 -1.24465
O -8.37968 -0.85854 -2.56257
C -9.20808 0.16857 -3.01980
C -8.85368 0.55226 -4.46034
O -8.20516 -0.54963 -5.09098
C -8.20279 -0.38934 -6.47520
H -8.07013 -1.94577 -0.81751
H -9.73770 -1.61940 -1.23828
H -8.69028 -0.28708 -0.62242
H -9.03201 1.06501 -2.40455
H -10.27720 -0.07128 -2.94304
H -8.17624 1.40701 -4.50695
H -9.79169 0.79214 -4.97455
H -7.58828 -1.17412 -6.91846
H -7.83681 0.59725 -6.79090
H -9.20493 -0.52075 -6.91340
C -14.70088 0.27774 -0.16254
O -14.49284 0.77355 1.12924
C -15.28164 1.86362 1.53914
C -16.75904 1.52958 1.48206
O -17.48690 2.62975 2.00034
C -18.82229 2.25586 2.21236
H -15.67942 -0.21567 -0.25161
H -14.03432 -0.56488 -0.35190
H -14.59846 0.98556 -0.98988
H -15.05412 2.78257 0.98308
H -14.99099 2.02237 2.57885
H -16.93985 0.62498 2.07274
H -17.07200 1.39166 0.44255
H -18.86612 1.39930 2.89679
H -19.22004 1.88056 1.25490
H -19.47956 3.05093 2.54813
C -13.47774 -2.02102 -4.09507
O -13.69297 -3.40259 -4.27204
C -13.20924 -3.81365 -5.50705
C -13.21922 -5.34409 -5.61569
O -14.31246 -5.86251 -4.89324
C -14.57621 -7.18743 -5.24392
H -14.15887 -1.47440 -4.75652
H -12.45133 -1.73948 -4.35982
H -13.74371 -1.73386 -3.08233
H -12.14425 -3.53187 -5.55985
H -13.73258 -3.40077 -6.37613
H -12.29082 -5.79429 -5.24259
H -13.35490 -5.60471 -6.67386
H -15.29607 -7.61734 -4.54613
H -13.66094 -7.79155 -5.13073
H -14.97479 -7.29654 -6.25999
C -16.74198 4.83592 -12.23672
O -16.26844 5.16790 -10.96301
C -17.08061 4.60666 -9.94837
C -16.62491 5.14506 -8.59977
O -15.64383 4.34598 -7.96606
C -14.33141 4.54825 -8.53248
H -16.63249 3.76772 -12.44749
H -16.28669 5.42596 -13.03022
H -17.81284 5.09350 -12.30859
H -17.00711 3.52085 -9.93722
H -18.12259 4.90860 -10.12478
H -17.48965 5.16068 -7.94043
H -16.24356 6.14646 -8.82623
H -14.29186 4.15685 -9.54710
H -13.63729 3.97393 -7.92904
H -14.13752 5.62170 -8.56650
C -15.85230 9.90381 -6.48073
O -15.13421 8.82919 -5.95636
C -14.01744 8.49224 -6.75463
C -13.35070 7.27973 -6.13803
O -12.94411 7.45272 -4.79713
C -11.73663 8.21604 -4.70127
H -15.23933 10.80669 -6.57883
H -16.65560 10.13631 -5.77742
H -16.35753 9.65846 -7.42329
H -13.32842 9.33475 -6.90102
H -14.37851 8.20744 -7.75536
H -12.49036 7.01756 -6.76870
H -14.01063 6.42175 -6.26100
H -11.59795 8.44984 -3.65026
H -11.88861 9.18426 -5.18428
H -10.91335 7.63961 -5.11484
*
```


Computed, not measured: a structure of composition C37H33NO2P2PtS2Te in a non-equilibrium geometry, with ωB97M-V/def2-TZVPD.

The gap between HOMO and LUMO (spin up / spin down) comes out at 6.36 / 5.42 eV. The value obtained for the HOMO energy (spin up / spin down) is -5.928 / -6.851 eV. The calculation puts the calculated total energy at -95278.261 eV. The expectation value of S² is 6.05. As for the energy relative to the best compared isomer or geometry (same formula, charge and spin): 37.48 kcal per mole.

The geometry in ORCA input format:
```
! wB97M-V def2-TZVPD RIJCOSX def2/J DEFGRID3
* xyz 0 5
Pt 0.05708 0.79918 1.40064
O -1.89689 0.99841 -0.46526
P -1.85606 1.32077 -1.92861
C -2.38258 -0.06357 -2.97309
P -1.67864 -1.60870 -2.36428
O -0.20419 -1.50697 -2.14934
C -2.59526 -2.04733 -0.88501
C -3.98907 -2.03240 -0.81377
C -4.62550 -2.33424 0.38113
C -3.87192 -2.64772 1.50730
C -2.48635 -2.66943 1.43584
C -1.84609 -2.37014 0.24230
C -2.08555 -2.80332 -3.65591
C -3.35556 -2.92684 -4.22337
C -3.59557 -3.88194 -5.19978
C -2.56868 -4.72123 -5.61881
C -1.30142 -4.59900 -5.06661
C -1.05717 -3.63952 -4.08922
C -0.22976 1.78531 -2.54710
C -0.06228 2.14900 -3.88327
C 1.19679 2.47639 -4.36267
C 2.29166 2.45214 -3.50448
C 2.12559 2.11007 -2.16975
C 0.86651 1.77253 -1.68917
C -2.94081 2.69017 -2.34271
C -2.62199 3.91862 -1.75053
C -3.45632 5.00997 -1.92977
C -4.60793 4.88546 -2.70291
C -4.92619 3.67196 -3.29401
C -4.09379 2.57373 -3.11109
H -2.01825 0.07067 -3.99374
H -3.47300 -0.12549 -2.96043
H -4.59013 -1.77850 -1.67979
H -5.70668 -2.31932 0.43629
H -4.36947 -2.86486 2.44568
H -1.90348 -2.90539 2.31770
H -0.76309 -2.36897 0.17167
H -4.16653 -2.27568 -3.91565
H -4.58362 -3.97071 -5.63706
H -2.75926 -5.46717 -6.38147
H -0.49817 -5.24787 -5.39559
H -0.06909 -3.52815 -3.65602
H -0.91903 2.18715 -4.55037
H 1.32669 2.75701 -5.39999
H 3.27630 2.70707 -3.87947
H 2.97641 2.11849 -1.49631
H 0.72193 1.51592 -0.63552
H -1.73065 4.00860 -1.13868
H -3.21152 5.95886 -1.46636
H -5.26256 5.73864 -2.83856
H -5.82278 3.57907 -3.89645
H -4.34918 1.62959 -3.57701
S -1.35227 2.42821 2.13471
C -0.43315 3.37360 3.22137
C -1.09493 4.41198 3.93581
C -0.40613 5.23985 4.77700
C 0.98507 5.05636 4.95153
C 1.64315 4.05630 4.28876
C 0.95953 3.18109 3.40486
S 1.83857 1.95106 2.59673
H -2.16442 4.52959 3.79710
H -0.92434 6.03023 5.30804
H 1.53613 5.71030 5.61860
H 2.70748 3.90686 4.43693
Te 2.02972 -2.98620 -0.93868
C 4.81435 -2.74573 3.12212
C 3.56786 -2.20548 2.47652
C 3.59533 -1.50961 1.29370
C 2.38839 -1.03639 0.71599
N 1.24037 -0.98959 1.46404
C 1.20873 -1.72463 2.57551
C 2.31693 -2.37026 3.08678
H 5.68137 -2.63464 2.47128
H 4.69457 -3.80419 3.36264
H 5.01796 -2.21735 4.05702
H 4.51787 -1.35765 0.74471
H 2.45172 -0.27379 -0.04847
H 0.26259 -1.74902 3.09820
H 2.22618 -2.93318 4.00860
*
```